Entry 1:
89
Properties=species:S:1:pos:R:3:mulliken_charge:R:1 method="wB97M-V/def2-TZVPD" mol_weight_g_mol=797.03 orbital_gap_ev=8.1 charge=+1
C 3.02 2.04 2.93 -0.799
C 3.89 1.28 1.86 -0.833
C 3.01 0.22 1.09 0.789
Cl 3.79 -1.40 1.24 -0.142
N 2.60 0.55 -0.30 0.555
C 3.64 0.43 -1.32 -0.405
O 4.63 1.48 -1.31 -0.180
N 5.81 0.92 -0.79 0.275
O 6.58 1.75 -0.50 -0.365
C 1.83 1.72 -0.41 -0.837
N 0.45 1.68 -0.71 -0.007
C -0.15 0.39 -0.27 0.037
C -1.62 0.60 0.28 -0.141
C -2.33 1.87 -0.23 0.160
O -3.30 1.76 -0.90 -0.528
O -1.94 3.16 0.09 -0.391
N 2.33 2.91 -0.30 0.231
C 1.47 4.09 -0.49 0.264
O 1.10 4.36 -1.57 -0.495
N 1.14 4.93 0.59 0.137
C 0.38 6.08 0.19 0.445
O 0.80 7.14 0.29 -0.395
F -0.86 5.95 -0.33 -0.176
H 2.35 1.34 3.48 0.319
H 2.47 2.90 2.49 0.129
H 3.75 2.43 3.68 0.397
H 4.47 1.97 1.22 0.146
H 4.63 0.69 2.46 0.648
H 2.07 0.13 1.68 -0.293
H 4.17 -0.54 -1.33 0.302
H 3.12 0.51 -2.30 0.435
H 0.39 1.68 -1.73 0.339
H -0.23 -0.30 -1.13 0.312
H 0.40 -0.12 0.54 0.010
H -1.67 0.60 1.39 0.056
H -2.21 -0.26 -0.08 0.287
H -1.85 3.27 1.05 0.319
H 3.32 3.07 -0.10 0.439
H 0.73 4.42 1.38 -0.040
C 2.05 4.60 5.88 -0.323
C 2.50 5.42 4.70 -0.427
O 1.65 4.95 3.66 -0.268
C 0.54 4.44 4.23 0.665
O -0.44 4.12 3.62 -0.517
O 0.67 4.34 5.57 -0.346
H 2.14 5.14 6.82 0.342
H 2.58 3.65 5.96 0.238
H 2.33 6.49 4.84 0.352
H 3.55 5.26 4.45 0.310
C 4.74 -5.77 -1.58 -0.402
C 4.79 -4.26 -1.49 -0.298
O 3.51 -3.94 -0.96 -0.199
C 3.06 -5.04 -0.29 0.578
O 2.10 -5.05 0.42 -0.505
O 3.85 -6.12 -0.53 -0.329
H 5.72 -6.23 -1.43 0.298
H 4.33 -6.12 -2.53 0.269
H 5.56 -3.91 -0.81 0.261
H 4.93 -3.79 -2.46 0.330
C -4.71 -1.69 -3.30 -0.253
C -3.65 -0.63 -3.38 -0.150
O -2.45 -1.36 -3.15 -0.304
C -2.69 -2.66 -3.49 0.631
O -1.85 -3.49 -3.58 -0.556
O -4.01 -2.86 -3.73 -0.255
H -5.56 -1.49 -3.96 0.250
H -5.08 -1.85 -2.29 0.231
H -3.60 -0.16 -4.36 0.241
H -3.79 0.15 -2.62 0.195
C -2.67 -1.66 4.45 -0.330
C -2.25 -1.25 5.84 -0.372
O -0.85 -0.99 5.67 -0.326
C -0.64 -0.71 4.37 0.520
O 0.39 -0.29 3.93 -0.482
O -1.74 -0.97 3.62 -0.243
H -3.70 -1.37 4.22 0.329
H -2.56 -2.74 4.28 0.267
H -2.74 -0.33 6.16 0.263
H -2.42 -2.02 6.58 0.312
C -5.72 -5.02 -6.40 -0.347
C -6.92 -5.01 -7.32 -0.344
O -7.87 -4.24 -6.58 -0.341
C -7.18 -3.45 -5.71 0.622
O -7.66 -2.58 -5.07 -0.522
O -5.86 -3.80 -5.68 -0.204
H -4.78 -5.05 -6.94 0.299
H -5.75 -5.85 -5.69 0.266
H -6.71 -4.50 -8.26 0.254
H -7.30 -6.00 -7.52 0.310



Entry 2:
67
Properties=species:S:1:pos:R:3:lowdin_spin:R:1 method="wB97M-V/def2-TZVPD" mol_weight_g_mol=745.29 orbital_gap_ev="3.1 / 5.7" de_lowest_kcal_mol=0.0 spin_multiplicity=2 charge=-1 s2=0.81
Hg 0.24 -0.19 0.01 0.012
O 1.74 -1.64 -0.09 0.036
C 2.31 -2.06 1.06 0.064
C 2.75 -3.38 1.06 0.000
C 3.47 -3.95 2.10 0.105
C 3.78 -3.17 3.21 -0.003
C 3.34 -1.86 3.25 0.081
C 2.58 -1.24 2.23 0.028
C 2.17 0.11 2.48 0.234
N 1.31 0.76 1.70 0.106
N 0.90 2.00 1.96 -0.067
C 0.04 2.47 1.07 0.143
O -0.42 1.82 -0.01 0.059
C -0.49 3.81 1.28 0.022
C -0.11 4.60 2.38 0.040
C -0.63 5.87 2.56 0.002
C -1.54 6.40 1.65 0.058
C -1.93 5.63 0.56 0.000
C -1.41 4.36 0.37 0.046
H 2.51 -3.97 0.18 -0.003
H 3.80 -4.98 2.04 0.009
H 4.35 -3.57 4.03 -0.003
H 3.56 -1.26 4.13 0.003
H 2.55 0.61 3.36 0.015
H 0.60 4.18 3.08 0.002
H -0.31 6.45 3.41 -0.001
H -1.94 7.40 1.80 0.005
H -2.64 6.03 -0.16 -0.002
H -1.71 3.77 -0.48 0.004
O -2.91 0.09 -0.04 0.000
S -4.19 0.68 -0.52 0.000
C -5.07 -0.62 -1.44 0.000
C -4.29 -1.34 -2.54 0.000
C -3.04 -2.11 -2.09 0.000
C -3.33 -3.19 -1.07 0.000
S -1.86 -3.83 -0.22 0.000
O -1.14 -2.65 0.33 0.001
C -0.96 -4.35 -1.68 0.000
C 0.27 -3.76 -1.93 0.000
C 1.00 -4.17 -3.04 0.000
C 0.49 -5.15 -3.89 0.000
C -0.73 -5.75 -3.61 0.000
C -1.46 -5.35 -2.50 0.000
C -3.81 1.71 -1.94 0.000
C -4.82 2.38 -2.61 0.000
C -4.51 3.18 -3.69 0.000
C -3.18 3.33 -4.08 0.000
C -2.18 2.68 -3.39 0.001
C -2.48 1.86 -2.31 0.001
H -5.95 -0.12 -1.84 0.000
H -5.41 -1.31 -0.66 0.000
H -4.00 -0.61 -3.30 0.000
H -4.99 -2.03 -3.02 0.000
H -2.31 -1.42 -1.66 0.000
H -2.59 -2.56 -2.98 0.000
H -3.85 -4.06 -1.50 0.000
H -3.93 -2.82 -0.24 0.000
H 0.67 -3.01 -1.25 0.000
H 1.96 -3.72 -3.24 0.000
H 1.06 -5.47 -4.75 0.000
H -1.12 -6.53 -4.26 0.000
H -2.41 -5.83 -2.28 0.000
H -5.85 2.28 -2.28 0.000
H -5.30 3.71 -4.22 0.000
H -2.94 3.96 -4.92 0.000
H -1.14 2.82 -3.67 0.001
H -1.71 1.40 -1.71 0.001



Entry 3:
53
Properties=species:S:1:pos:R:3:lowdin_spin:R:1 method="wB97M-V/def2-TZVPD" mol_weight_g_mol=502.66 orbital_gap_ev=6.1 de_lowest_kcal_mol=46.4 spin_multiplicity=2 charge=+1 s2=0.78
Mn -0.09 -1.08 -0.11 0.992
N 1.05 -2.84 -1.25 0.011
C 0.94 -2.77 -2.71 0.000
C 0.68 -1.34 -3.13 0.002
N -0.49 -0.77 -2.44 -0.005
C -1.74 -1.43 -2.83 -0.001
C -2.17 -2.53 -1.86 -0.001
N -2.15 -2.04 -0.48 -0.005
C -0.57 0.68 -2.70 0.000
C -1.38 1.37 -1.62 0.000
N -0.79 1.06 -0.31 -0.004
H 1.96 -2.47 -0.97 0.000
H 1.02 -3.81 -0.94 0.002
H 0.13 -3.42 -3.05 0.000
H 1.85 -3.11 -3.20 0.000
H 0.56 -1.30 -4.22 0.000
H 1.54 -0.73 -2.86 0.000
H -1.67 -1.86 -3.83 0.000
H -2.54 -0.69 -2.86 0.000
H -1.50 -3.38 -1.92 0.000
H -3.17 -2.87 -2.16 0.000
H -2.37 -2.81 0.15 0.000
H -2.88 -1.35 -0.35 0.000
H -0.99 0.89 -3.68 0.000
H 0.44 1.09 -2.67 0.000
H -2.42 1.03 -1.63 0.000
H -1.38 2.45 -1.80 0.000
H -1.41 1.38 0.43 0.001
H 0.06 1.60 -0.17 0.000
C 3.32 -2.77 3.46 0.000
O 3.25 -2.08 2.20 0.000
C 2.14 -1.49 1.82 0.001
O 2.02 -1.08 0.67 0.008
N 1.12 -1.41 2.71 0.002
N -0.04 -0.77 2.23 -0.003
H 4.23 -3.36 3.41 0.000
H 2.46 -3.42 3.59 0.000
H 3.40 -2.07 4.29 0.000
H 1.34 -1.27 3.69 0.000
H 0.16 0.27 2.22 0.001
H -0.79 -0.96 2.87 0.000
C 1.43 5.33 0.45 0.000
S -0.15 4.55 -0.02 0.000
C -0.79 4.07 1.55 0.000
C -0.27 3.10 2.35 0.000
S 1.12 2.14 2.05 0.000
S -1.18 2.83 3.84 0.000
C -2.47 3.96 3.55 0.000
S -3.73 4.16 4.57 0.000
S -2.26 4.86 2.08 0.000
H 1.70 5.99 -0.38 0.000
H 2.19 4.57 0.60 0.000
H 1.28 5.91 1.35 0.000



Entry 4:
12
Properties=species:S:1:pos:R:3:nbo_charge:R:1 method="wB97M-V/def2-TZVPD" mol_weight_g_mol=99.09 orbital_gap_ev=10.8 de_lowest_kcal_mol=94.1 charge=0
C -0.58 -1.36 0.03 0.759
C 1.00 0.33 0.80 -0.097
C 0.47 0.78 -0.59 -0.109
C -0.41 -0.36 -1.00 -0.167
H 2.14 0.29 1.14 0.202
H 0.62 0.89 1.54 0.183
H 0.88 1.62 -1.18 0.242
H -1.45 1.02 0.41 0.406
H -0.46 -0.85 -2.11 0.224
N -1.00 0.77 -0.56 -0.575
O -1.42 -2.30 0.35 -0.543
O 0.21 -0.82 1.16 -0.525



Entry 5:
18
Properties=species:S:1:pos:R:3:nbo_charge:R:1 method="wB97M-V/def2-TZVPD" mol_weight_g_mol=139.58 orbital_gap_ev=9.0 de_lowest_kcal_mol=146.6 charge=0
C -1.16 0.76 1.16 -0.256
C 0.29 0.51 0.91 -0.213
C 1.06 -0.62 0.24 0.003
C 0.67 -0.41 -1.23 -0.035
H -2.03 -0.31 -0.37 0.351
H -2.29 1.34 -0.38 0.352
H -1.28 1.85 1.64 0.213
H -1.48 0.14 1.99 0.194
H 0.36 1.61 0.38 0.221
H 1.97 -0.66 0.61 0.189
H 0.41 -2.57 -0.55 0.387
H -0.47 -0.29 -1.32 0.207
H 0.64 -1.48 -1.87 0.135
H 2.55 -0.08 -2.45 0.482
N -2.26 0.51 0.17 -0.807
O 0.42 -1.70 0.66 -0.648
O 1.50 0.45 -2.02 -0.720
Cl 1.10 0.94 2.42 -0.055



Entry 6:
19
Properties=species:S:1:pos:R:3:nbo_charge:R:1 method="wB97M-V/def2-TZVPD" mol_weight_g_mol=109.17 orbital_gap_ev=9.1 de_lowest_kcal_mol=14.5 charge=0
C 2.30 -0.62 0.09 -0.610
C 0.92 -1.15 0.49 -0.432
C -0.16 -0.13 0.54 -0.114
C -0.69 0.43 1.67 -0.055
N -1.69 1.27 1.28 -0.508
C -1.86 1.20 -0.08 -0.080
C -0.93 0.33 -0.57 -0.080
C -0.59 0.08 -2.01 -0.629
H 2.14 0.30 -0.47 0.212
H 2.82 -0.25 0.99 0.203
H 2.97 -1.37 -0.32 0.211
H 0.95 -1.74 1.42 0.210
H 0.69 -2.06 -0.08 0.211
H -0.55 0.19 2.71 0.205
H -2.31 1.73 1.92 0.406
H -2.64 1.81 -0.50 0.206
H -1.03 0.81 -2.68 0.218
H 0.50 0.12 -2.12 0.214
H -0.83 -0.95 -2.28 0.213